Entry 1:
36
Properties=species:S:1:pos:R:3 method="wB97M-V/def2-TZVPD" total_energy_ev=-170637.85654 gap_ha=0.341
H -0.341 -3.154 -1.720
N 0.208 -2.640 -2.442
C 0.356 -1.365 -2.075
C -0.312 -0.939 -0.675
C -0.363 0.664 -0.409
C -0.417 1.455 -1.834
N -0.373 1.988 -2.928
C 1.014 1.231 0.284
C 2.364 0.606 -0.324
C 2.896 -0.750 0.336
C 2.985 -0.773 1.941
C -1.698 1.016 0.436
C -1.422 2.489 1.095
N -1.123 3.595 1.503
C -3.039 1.246 -0.405
C -3.619 0.055 -1.278
O -4.700 -0.495 -0.879
Br -2.919 -0.646 -2.999
P -1.926 -0.082 2.016
O -0.357 -0.650 2.528
Br -3.087 -1.966 1.595
H 0.982 -0.702 -2.761
H 0.236 -1.495 0.187
H -1.373 -1.415 -0.685
H 1.046 2.352 -0.028
H 0.975 1.231 1.426
H 3.194 1.405 -0.160
H 2.232 0.553 -1.473
H 2.360 -1.714 -0.033
H 3.990 -0.883 -0.043
H 2.831 -1.882 2.262
H 4.035 -0.495 2.333
H 2.184 -0.175 2.493
H -2.953 2.176 -1.099
H -3.865 1.542 0.359
H -0.455 -1.221 3.326

Entry 2:
35
Properties=species:S:1:pos:R:3 method="wB97M-V/def2-TZVPD" de_lowest_kcal_mol=15.4 smiles="COc1ccccc1NS(=O)(=O)c1ccc2oc(N)nc2c1" total_energy_ev=-38224.16594 gap_ha=0.330
C -4.832 -0.542 0.757
O -3.728 -0.689 -0.100
C -2.884 0.352 -0.258
C -3.119 1.651 0.180
C -2.218 2.665 -0.105
C -1.074 2.406 -0.833
C -0.809 1.110 -1.246
C -1.692 0.084 -0.957
N -1.420 -1.256 -1.290
S -0.810 -2.185 -0.020
O -1.656 -2.053 1.122
O -0.556 -3.484 -0.562
C 0.742 -1.345 0.309
C 0.727 -0.295 1.215
C 1.867 0.463 1.439
C 2.985 0.115 0.712
O 4.234 0.667 0.718
C 4.925 -0.078 -0.191
N 6.198 0.275 -0.452
N 4.262 -1.031 -0.761
C 3.002 -0.953 -0.214
C 1.853 -1.700 -0.427
H -4.520 -0.245 1.763
H -5.555 0.183 0.365
H -5.296 -1.526 0.804
H -4.014 1.884 0.735
H -2.425 3.667 0.241
H -0.381 3.199 -1.068
H 0.094 0.886 -1.798
H -0.819 -1.372 -2.093
H -0.188 -0.095 1.747
H 1.879 1.282 2.140
H 6.748 -0.388 -0.970
H 6.662 0.874 0.209
H 1.819 -2.529 -1.114

Entry 3:
70
Properties=species:S:1:pos:R:3 method="wB97M-V/def2-TZVPD" de_lowest_kcal_mol=37.5 total_energy_ev=-93946.20309 total_charge=-2 spin_multiplicity=3 gap_ha="0.109 / 0.112"
Pr -0.023 -0.205 -1.008
O 1.232 -2.247 -4.739
C 0.909 -1.370 -3.959
O 0.488 -1.541 -2.737
C 0.926 0.084 -4.430
C -0.431 0.790 -4.187
C -0.592 1.954 -5.156
C 0.493 2.929 -4.632
C 0.964 2.221 -3.355
O -0.219 1.495 -2.936
C 1.904 1.059 -3.673
C 2.526 0.493 -2.373
O 3.472 -0.265 -2.474
O 1.970 0.918 -1.270
H 1.151 0.055 -5.493
H -1.292 0.133 -4.099
H -1.587 2.383 -5.042
H -0.453 1.652 -6.194
H 0.079 3.913 -4.414
H 1.323 3.051 -5.329
H 1.303 2.864 -2.552
H 2.738 1.351 -4.308
C 1.203 4.486 2.098
C 0.035 4.477 1.186
N -0.700 5.485 0.873
N -1.603 4.969 -0.036
C -1.520 3.637 -0.209
S -2.502 2.627 -1.064
N -0.392 3.340 0.523
N 0.118 2.063 0.648
H 1.325 5.485 2.509
H 2.114 4.199 1.565
H 1.060 3.767 2.910
H -2.462 5.466 -0.194
H 1.130 2.054 0.535
H -0.155 1.611 1.519
F -5.913 -1.705 3.414
C -5.179 -1.621 2.292
C -4.086 -0.777 2.223
F -3.763 -0.034 3.290
C -3.343 -0.707 1.065
F -2.288 0.124 1.072
C -3.628 -1.451 -0.077
S -2.689 -1.371 -1.551
C -4.742 -2.286 0.040
F -5.120 -3.054 -0.995
C -5.500 -2.378 1.187
F -6.559 -3.206 1.238
C 0.665 -3.320 0.683
C 0.708 -2.301 1.835
C -0.557 -2.561 2.684
C 0.708 -0.897 1.228
C 1.950 -2.498 2.706
C 3.033 -3.289 2.323
C 4.168 -3.416 3.120
C 4.254 -2.755 4.334
C 3.185 -1.959 4.735
C 2.059 -1.837 3.937
H -0.258 -3.167 0.114
H 0.657 -4.358 1.035
H 1.497 -3.183 -0.009
H -1.436 -2.431 2.045
H -0.647 -1.855 3.511
H -0.569 -3.580 3.089
H 1.247 -0.205 1.892
H 3.002 -3.810 1.376
H 4.992 -4.033 2.778
H 5.139 -2.846 4.953
H 3.232 -1.423 5.675
H 1.249 -1.193 4.255

Entry 4:
43
Properties=species:S:1:pos:R:3 method="wB97M-V/def2-TZVPD" de_lowest_kcal_mol=62.7 smiles="C/C=C/CCCO.O.O.O.O.O.O.O.O" total_energy_ev=-25102.07465 gap_ha=0.351
C 2.030 -1.937 -1.576
C 0.935 -0.993 -1.371
C -0.178 -1.032 -2.102
C -1.241 0.004 -2.100
C -2.652 -0.593 -1.758
C -2.669 -1.864 -0.921
O -2.454 -1.908 0.470
H 3.067 -1.393 -1.593
H 2.063 -2.614 -0.818
H 2.135 -2.378 -2.517
H 1.089 -0.238 -0.600
H -0.401 -1.784 -3.047
H -0.946 1.035 -1.629
H -1.177 0.414 -3.165
H -3.228 0.292 -1.400
H -3.170 -0.920 -2.645
H -3.705 -2.351 -0.965
H -2.023 -2.670 -1.385
H -2.426 -1.050 0.952
O 1.162 3.157 -1.534
H 0.908 2.919 -2.379
H 0.356 3.187 -0.962
O -2.233 0.285 2.026
H -2.477 0.410 3.003
H -1.333 0.628 1.953
O 0.139 1.478 1.673
H 0.352 0.864 2.433
H 0.620 0.988 0.958
O 4.793 0.448 0.132
H 4.703 1.082 0.796
H 3.874 0.345 -0.169
O -0.095 -2.555 1.515
H -0.396 -3.160 2.222
H -0.884 -2.335 0.912
O -1.189 2.993 -0.030
H -1.509 2.206 0.337
H -1.149 3.598 0.702
O 2.446 1.675 0.282
H 2.101 2.182 -0.442
H 2.649 2.438 0.945
O 0.270 -0.650 3.149
H 0.842 -1.292 3.570
H 0.012 -1.280 2.431

Entry 5:
47
Properties=species:S:1:pos:R:3 method="wB97M-V/def2-TZVPD" smiles=Cc1ccc([C@H](OCC[NH+](C)C)c2cccc(C(F)(F)F)c2)cc1 total_energy_ev=-31760.89287 total_charge=+1 gap_ha=0.338
C 6.380 -0.091 2.214
C 4.913 -0.033 1.932
C 4.409 0.860 0.992
C 3.056 0.930 0.728
C 2.165 0.094 1.394
C 0.681 0.209 1.132
O -0.090 -0.913 1.609
C 0.111 -2.158 0.966
C -1.168 -2.957 1.243
N -2.326 -2.069 0.971
C -3.488 -2.357 1.823
C -2.706 -2.064 -0.450
C 0.293 0.467 -0.311
C 1.051 0.024 -1.392
C 0.600 0.206 -2.690
C -0.629 0.797 -2.934
C -1.396 1.215 -1.857
C -2.775 1.786 -2.038
F -2.928 2.977 -1.456
F -3.684 0.962 -1.437
F -3.153 1.895 -3.307
C -0.938 1.062 -0.555
C 2.657 -0.769 2.363
C 4.014 -0.837 2.620
H 6.641 -1.001 2.748
H 6.672 0.760 2.829
H 6.953 -0.043 1.291
H 5.087 1.514 0.464
H 2.688 1.647 0.009
H 0.290 1.030 1.750
H 0.980 -2.687 1.370
H 0.268 -2.017 -0.111
H -1.220 -3.859 0.634
H -1.186 -3.233 2.298
H -1.935 -1.136 1.226
H -3.221 -2.260 2.874
H -4.293 -1.658 1.602
H -3.842 -3.370 1.637
H -1.843 -1.847 -1.075
H -3.466 -1.307 -0.634
H -3.108 -3.039 -0.724
H 2.005 -0.450 -1.218
H 1.207 -0.124 -3.518
H -0.989 0.932 -3.942
H -1.544 1.417 0.267
H 1.976 -1.375 2.943
H 4.376 -1.518 3.375

Entry 6:
38
Properties=species:S:1:pos:R:3 method="wB97M-V/def2-TZVPD" de_lowest_kcal_mol=0.6 smiles="Cn1nccc1C(=O)OCC(=O)Nc1nc(-c2ccccc2)cs1" total_energy_ev=-39757.69990 gap_ha=0.324
C -3.135 0.726 -0.581
N -2.517 0.864 0.704
N -2.842 1.862 1.494
C -2.134 1.717 2.607
C -1.329 0.585 2.536
C -1.597 0.046 1.282
C -1.076 -1.152 0.643
O -1.339 -1.519 -0.480
O -0.286 -1.839 1.489
C 0.229 -3.074 1.026
C 1.747 -3.174 1.111
O 2.303 -4.001 1.790
N 2.471 -2.345 0.299
C 2.031 -1.344 -0.543
N 1.369 -0.306 -0.202
C 1.084 0.508 -1.257
C 0.355 1.749 -1.024
C -0.376 2.365 -2.038
C -1.065 3.536 -1.783
C -1.028 4.108 -0.522
C -0.297 3.504 0.488
C 0.388 2.330 0.242
C 1.573 0.061 -2.453
S 2.406 -1.428 -2.271
H -3.715 -0.196 -0.629
H -2.377 0.697 -1.363
H -3.787 1.586 -0.722
H -2.237 2.423 3.406
H -0.650 0.199 3.266
H -0.085 -3.223 -0.017
H -0.184 -3.870 1.655
H 3.463 -2.554 0.278
H -0.419 1.916 -3.019
H -1.636 4.004 -2.572
H -1.570 5.020 -0.325
H -0.265 3.948 1.472
H 0.958 1.848 1.021
H 1.514 0.528 -3.415

Entry 7:
82
Properties=species:S:1:pos:R:3 method="wB97M-V/def2-TZVPD" de_lowest_kcal_mol=22.5 total_energy_ev=-64136.09778 total_charge=+2 spin_multiplicity=5 gap_ha="0.263 / 0.160"
Os 0.061 -0.130 -0.934
C -1.830 -0.366 0.018
C -2.027 -0.577 -1.378
C -2.736 0.468 -2.223
C -1.808 1.629 -2.631
C -0.435 1.618 -1.971
C -0.180 1.881 -0.580
C -1.310 2.170 0.387
C -2.122 0.913 0.779
C 2.102 0.061 -0.887
H -1.834 -1.252 0.671
H -2.064 -1.611 -1.753
H -3.610 0.870 -1.685
H -3.117 0.013 -3.158
H -1.606 1.538 -3.715
H -2.331 2.596 -2.479
H 0.377 1.819 -2.675
H 0.758 2.409 -0.348
H -2.017 2.918 0.002
H -0.876 2.602 1.310
H -1.864 0.680 1.825
H -3.192 1.172 0.742
H 2.625 -0.388 -0.009
H 2.477 1.096 -1.040
H 2.350 -0.565 -1.776
P -0.095 -2.051 -8.906
P 1.803 0.421 -9.276
C -0.785 -0.465 -9.436
C 0.076 0.505 -9.832
C -0.725 -3.270 -10.145
C -1.857 -3.027 -10.935
C -2.363 -4.046 -11.759
C -1.683 -5.259 -11.893
C -0.474 -5.447 -11.207
C 0.005 -4.465 -10.340
C -1.083 -2.234 -7.379
C -0.726 -1.353 -6.341
C -1.387 -1.415 -5.119
C -2.387 -2.376 -4.922
C -2.753 -3.236 -5.961
C -2.116 -3.154 -7.201
C 2.595 1.081 -10.810
C 2.515 0.244 -11.943
C 2.947 0.717 -13.181
C 3.525 1.988 -13.302
C 3.662 2.779 -12.161
C 3.206 2.338 -10.914
C 1.970 1.819 -8.122
C 3.154 1.893 -7.365
C 3.410 3.025 -6.601
C 2.463 4.053 -6.544
C 1.252 3.940 -7.227
C 0.994 2.808 -8.005
H -1.889 -0.338 -9.403
H -0.212 1.272 -10.582
H -2.345 -2.050 -10.907
H -3.297 -3.887 -12.304
H -2.080 -6.053 -12.533
H 0.093 -6.369 -11.353
H 0.947 -4.607 -9.804
H 0.069 -0.621 -6.496
H -1.115 -0.730 -4.314
H -2.874 -2.461 -3.953
H -3.537 -3.981 -5.813
H -2.413 -3.798 -8.028
H 2.093 -0.760 -11.848
H 2.829 0.091 -14.060
H 3.856 2.355 -14.273
H 4.118 3.767 -12.235
H 3.306 2.980 -10.036
H 3.860 1.063 -7.401
H 4.346 3.104 -6.052
H 2.681 4.950 -5.968
H 0.507 4.732 -7.158
H 0.043 2.705 -8.524
C 0.718 -0.328 3.261
O 0.288 0.089 1.963
C 0.480 -0.874 0.994
O 0.850 -1.997 1.279
H 0.153 -1.223 3.553
H 0.498 0.507 3.931
H 1.802 -0.528 3.238

Entry 8:
93
Properties=species:S:1:pos:R:3 method="wB97M-V/def2-TZVPD" total_energy_ev=-84540.17176 total_charge=+4 spin_multiplicity=2 gap_ha="0.224 / 0.161"
N 13.005 16.481 6.947
H 12.347 15.734 7.117
H 12.585 17.398 6.902
H 13.526 16.386 6.087
H 13.805 16.527 7.563
N 13.598 22.638 7.890
H 12.623 22.400 7.774
H 14.054 21.891 8.394
H 13.738 23.474 8.440
H 14.054 22.681 6.990
N 9.646 22.687 11.859
H 10.123 23.561 11.687
H 10.298 21.918 11.915
H 9.037 22.512 11.073
H 9.247 22.673 12.787
N 9.174 18.103 12.603
H 9.163 18.138 11.594
H 8.529 17.369 12.860
H 8.685 18.931 12.914
H 10.096 17.993 13.000
N 12.797 20.471 4.231
H 13.189 21.345 4.551
H 12.084 20.174 4.881
H 13.429 19.683 4.235
H 12.438 20.608 3.297
C 9.207 21.181 7.798
C 8.828 20.380 8.841
C 9.386 18.975 9.006
O 8.899 18.198 9.851
C 10.338 18.483 8.144
C 10.889 19.306 7.191
C 10.388 20.751 7.023
O 11.000 21.495 6.326
O 11.700 18.951 6.263
O 7.994 20.998 9.675
H 8.911 22.217 7.727
H 10.848 17.533 8.209
C 4.354 19.729 13.041
C 4.638 20.001 11.547
C 5.735 18.950 11.182
S 5.581 17.379 12.120
O 6.871 16.818 12.705
O 4.746 16.462 11.284
C 4.568 18.196 13.301
H 3.371 19.973 13.445
H 5.105 20.314 13.572
H 4.728 21.048 11.260
H 3.795 19.606 10.979
H 6.657 19.396 11.554
H 5.874 18.637 10.147
H 4.965 17.887 14.267
H 3.586 17.776 13.084
C 4.602 25.699 10.721
C 4.419 24.172 10.266
C 5.790 23.624 10.042
S 6.688 24.212 11.544
O 7.958 24.857 11.115
O 6.587 23.192 12.562
C 5.497 25.608 11.880
H 3.707 26.203 11.087
H 5.107 26.339 9.997
H 3.719 24.087 9.435
H 3.982 23.652 11.118
H 6.100 24.029 9.079
H 5.983 22.552 10.061
H 6.028 26.520 12.154
H 4.908 25.205 12.703
C 7.089 15.608 6.319
C 8.371 15.560 7.183
O 8.613 14.192 7.606
P 10.198 13.644 7.660
O 11.238 14.526 7.010
O 10.602 13.322 9.234
C 10.882 14.338 10.079
C 11.617 13.652 11.214
O 10.121 12.159 7.020
C 8.951 11.563 6.702
C 8.572 11.992 5.169
H 7.158 16.436 5.614
H 7.008 14.647 5.811
H 6.158 15.737 6.870
H 9.226 15.942 6.625
H 8.174 16.227 8.022
H 11.537 15.064 9.599
H 9.924 14.791 10.334
H 12.071 12.722 10.871
H 12.371 14.326 11.621
H 10.932 13.463 12.040
H 9.305 10.559 6.936
H 8.131 11.765 7.391
H 9.106 11.433 4.400
H 7.498 12.053 4.993
H 8.847 13.043 5.088